(1)
This record from the Open Molecules 2025 dataset describes a molecular structure, C32H46GeN4O5STi. The level of theory is ωB97M-V/def2-TZVPD.

```
! RIJCOSX wB97M-V def2-TZVPD def2/J DEFGRID3
* xyz 1 4
Ti 0.05 0.09 0.65
C -3.15 -1.79 -1.93
C -3.42 -0.95 -0.69
C -3.92 0.46 -1.04
C -4.50 -1.65 0.14
O -2.18 -0.83 0.05
Ge -1.94 -1.69 1.68
O -1.12 0.01 2.34
C -1.56 0.58 3.61
C -0.34 1.04 4.40
C -2.50 1.73 3.30
C -2.30 -0.47 4.45
O -0.07 -1.95 1.13
C 0.67 -3.09 1.66
C 2.07 -2.62 2.05
C -0.01 -3.66 2.91
C 0.72 -4.18 0.60
H -4.06 -1.86 -2.54
H -2.85 -2.80 -1.64
H -2.36 -1.35 -2.54
H -5.00 0.55 -0.91
H -3.70 0.73 -2.08
H -3.44 1.20 -0.39
H -5.42 -1.72 -0.45
H -4.72 -1.09 1.06
H -4.21 -2.66 0.42
H 0.01 2.03 4.11
H 0.48 0.34 4.26
H -0.58 1.07 5.46
H -2.06 2.40 2.55
H -2.72 2.31 4.20
H -3.44 1.35 2.89
H -1.66 -1.33 4.65
H -3.21 -0.81 3.96
H -2.58 -0.02 5.40
H 2.01 -1.68 2.60
H 2.71 -2.49 1.18
H 2.54 -3.36 2.70
H -0.16 -2.88 3.66
H 0.62 -4.43 3.34
H -0.98 -4.11 2.68
H 1.41 -3.93 -0.21
H -0.27 -4.33 0.18
H 1.05 -5.12 1.05
S 4.57 0.05 0.43
C 3.97 -1.09 -0.75
C 4.72 -1.94 -1.55
C 4.05 -2.80 -2.41
C 2.65 -2.81 -2.44
C 1.91 -1.96 -1.64
C 2.58 -1.08 -0.79
N 1.98 -0.17 0.11
C 2.93 0.50 0.80
C 2.55 1.57 1.64
C 3.43 2.43 2.35
C 2.97 3.60 2.90
C 1.62 3.99 2.77
C 0.73 3.15 2.13
C 1.20 1.94 1.69
H 5.80 -1.94 -1.50
H 4.61 -3.48 -3.04
H 2.14 -3.49 -3.11
H 0.83 -1.97 -1.65
H 4.48 2.16 2.41
H 3.66 4.26 3.41
H 1.27 4.94 3.16
H -0.31 3.45 2.04
N 1.02 3.72 -2.55
C 1.15 2.99 -1.30
C -0.24 2.63 -0.86
O -1.17 3.39 -1.28
O -0.53 1.66 -0.17
H 1.84 4.29 -2.74
H -0.72 4.02 -1.92
H 0.91 3.08 -3.33
H 1.56 3.65 -0.53
H 1.75 2.09 -1.33
N -0.75 1.50 -6.70
C -0.45 1.13 -5.42
C 0.83 0.67 -5.07
C 1.09 0.34 -3.76
N 0.19 0.41 -2.76
C -1.03 0.84 -3.11
C -1.40 1.21 -4.39
H -0.10 1.34 -7.44
H -1.70 1.72 -6.95
H 1.60 0.57 -5.82
H 2.08 -0.01 -3.49
H -1.76 0.89 -2.31
H -2.41 1.54 -4.59
*
```

Calculated values
- lowest unoccupied orbital energy (spin up / spin down) (hartree) = -0.103 / -0.164
- energy relative to the best compared isomer or geometry (same formula, charge and spin) (eV) = 0.7294
- frontier orbital gap (spin up / spin down) (eV) = 5.45 / 6.31

Need the Mulliken charges? In units of e they are: -0.481 -1.503 1.846 -1.596 -2.089 -0.087 -0.190 0.704 1.521 -1.322 -1.464 -2.049 -0.665 1.597 -1.163 -2.123 -1.426 0.397 0.323 0.228 0.498 0.323 0.179 0.548 0.481 0.501 0.242 0.118 0.584 0.179 0.375 0.355 0.445 0.448 0.529 -0.001 0.089 0.576 0.400 0.611 0.473 0.169 0.229 0.438 -0.532 1.584 -0.464 -0.951 -0.776 -1.180 -1.887 3.120 0.008 1.318 -1.040 -0.965 -0.579 -0.675 0.673 0.470 0.412 0.479 0.498 0.491 0.409 0.489 0.165 -0.762 0.126 0.036 -0.443 0.672 0.268 0.460 0.102 0.631 -0.047 -0.455 0.579 -1.031 -0.398 0.770 -0.500 -1.088 0.202 0.209 0.385 0.229 0.324 0.422

(2)
This record from the Open Molecules 2025 dataset describes a molecular structure, C36H35Cl3MoN4O3S2SbSe5. The level of theory is ωB97M-V/def2-TZVPD.

```
! RIJCOSX wB97M-V def2-TZVPD def2/J DEFGRID3
* xyz -1 3
Mo -0.47 0.11 -0.03
Se 0.33 2.78 -4.00
Sb 1.49 1.06 -2.81
Se 1.56 1.55 -0.31
Se -0.20 -0.82 -2.27
Se 3.53 0.07 -3.56
C 2.08 2.81 6.82
C 1.23 2.45 5.64
C 0.48 1.28 5.62
C -0.34 0.94 4.55
C -1.12 -0.34 4.60
C -0.40 1.80 3.44
Se -1.63 1.40 2.02
C 0.35 2.99 3.44
C 0.32 3.95 2.28
C 1.15 3.29 4.54
H 2.33 1.93 7.41
H 1.57 3.52 7.48
H 3.02 3.28 6.51
H 0.53 0.61 6.47
H -1.01 -0.81 5.58
H -0.76 -1.04 3.84
H -2.17 -0.17 4.40
H 0.72 3.49 1.38
H 0.90 4.85 2.50
H -0.71 4.24 2.05
H 1.73 4.21 4.52
Cl -8.72 2.12 1.15
C -7.19 2.94 0.98
C -6.04 2.33 1.43
C -4.84 3.01 1.30
C -4.76 4.27 0.72
C -3.41 4.94 0.63
C -2.87 4.99 -0.81
N -2.60 3.63 -1.24
C -3.49 2.74 -1.79
C -2.92 1.51 -1.67
N -1.70 1.65 -1.03
C -1.54 2.94 -0.82
O -3.41 6.24 1.18
C -2.98 6.26 2.54
C -3.75 5.30 3.41
C -5.08 5.43 3.71
Cl -6.10 6.73 3.22
S -5.70 4.11 4.59
C -4.16 3.35 4.61
C -3.23 4.09 3.95
C -5.95 4.84 0.27
Cl -5.97 6.40 -0.50
C -7.17 4.19 0.39
H -6.07 1.35 1.89
H -3.92 2.54 1.66
H -2.71 4.30 1.18
H -1.93 5.55 -0.82
H -3.56 5.47 -1.50
H -4.44 3.05 -2.20
H -3.27 0.55 -1.99
H -0.68 3.38 -0.34
H -3.13 7.29 2.87
H -1.92 6.02 2.60
H -4.02 2.40 5.09
H -2.20 3.77 3.83
H -8.07 4.65 0.04
C -2.96 -3.64 -2.14
N -2.21 -3.82 -0.91
C -1.48 -4.95 -0.58
C -0.93 -4.74 0.63
N -1.34 -3.49 1.03
C -2.07 -2.90 0.07
S -2.75 -1.33 0.13
H -2.34 -3.18 -2.90
H -3.81 -2.99 -1.93
H -3.31 -4.61 -2.47
H -1.43 -5.80 -1.23
H -0.30 -5.35 1.24
H -1.00 -3.00 1.87
O 0.58 -2.70 2.70
C 1.10 -2.13 1.73
O 0.49 -1.20 1.07
C 2.44 -2.53 1.21
C 3.01 -1.89 0.12
C 4.24 -2.31 -0.37
C 4.91 -3.36 0.25
C 4.34 -4.00 1.35
C 3.11 -3.58 1.83
H 2.50 -1.07 -0.36
H 4.66 -1.80 -1.23
H 5.87 -3.68 -0.13
H 4.86 -4.82 1.83
H 2.66 -4.06 2.69
*
```

Calculated values
- lowest unoccupied orbital energy (spin up / spin down) (hartree) = 0.038 / 0.059
- energy relative to the best compared isomer or geometry (same formula, charge and spin) (eV) = 0.0000
- frontier orbital gap (spin up / spin down) (eV) = 5.82 / 6.45

Need the Mulliken charges? In units of e they are: 1.443 -0.664 0.472 -0.873 -0.695 -0.654 -1.585 0.589 -1.167 0.357 -1.513 0.835 0.718 1.312 -0.664 -1.052 0.368 0.290 0.372 0.324 0.447 0.011 0.280 -0.280 0.496 -0.467 0.378 -0.257 0.109 -1.099 0.402 0.624 1.472 -1.731 0.431 -1.084 -0.827 1.673 -1.099 -0.419 -0.952 -0.843 1.151 -0.193 -0.247 -0.447 0.067 0.424 -0.229 -0.592 0.502 -0.112 -0.988 0.394 0.333 0.443 0.587 0.627 0.530 0.197 0.485 0.523 0.468 -0.830 0.295 -0.346 -0.668 0.166 -0.206 -0.337 0.268 0.306 0.357 0.459 0.455 0.181 -0.817 0.187 0.126 0.069 0.561 -0.765 -0.348 -0.616 -0.541 0.104 0.312 0.381 0.381 0.463

(3)
This record from the Open Molecules 2025 dataset describes C5H13NO in the gas phase. The level of theory is ωB97M-V/def2-TZVPD.

```
! RIJCOSX wB97M-V def2-TZVPD def2/J DEFGRID3
* xyz 0 1
C -2.32 0.27 -0.51
N -1.35 -0.78 -0.45
C -0.56 -0.80 0.76
C 0.20 0.49 1.02
C 1.02 1.02 -0.17
C 1.92 -0.03 -0.78
O 2.83 -0.50 0.23
H -1.83 1.25 -0.57
H -3.13 0.28 0.23
H -2.85 0.27 -1.48
H -1.80 -1.68 -0.56
H -1.18 -1.02 1.64
H 0.16 -1.61 0.68
H -0.52 1.25 1.30
H 0.83 0.37 1.90
H 1.61 1.85 0.20
H 0.27 1.31 -0.91
H 1.34 -0.88 -1.14
H 2.49 0.43 -1.59
H 2.87 -1.47 0.20
*
```

Calculated values
- lowest unoccupied orbital energy (hartree) = 0.035
- energy relative to the best compared isomer or geometry (same formula, charge and spin) (eV) = 1.2074
- SMILES string = CNCCCCO
- frontier orbital gap (eV) = 9.84

Need the Mulliken charges? In units of e they are: -0.909 -0.236 -0.804 -0.712 -0.429 -0.633 -0.547 0.259 0.312 0.317 0.227 0.376 0.403 0.354 0.374 0.376 0.266 0.375 0.314 0.319

(4)
This record from the Open Molecules 2025 dataset describes 10 unconnected molecules or ions with the total composition C34H95N7O10. The level of theory is ωB97M-V/def2-TZVPD.

```
! RIJCOSX wB97M-V def2-TZVPD def2/J DEFGRID3
* xyz 0 1
C 3.28 2.13 2.97
O 4.66 1.98 3.26
C 5.30 3.02 3.96
C 6.86 2.77 4.06
C 7.66 4.04 4.53
N 7.38 2.39 2.74
H 2.92 2.95 2.35
H 2.88 2.35 3.96
H 2.84 1.14 2.91
H 5.29 3.93 3.36
H 4.79 3.09 4.92
H 7.03 2.00 4.81
H 7.33 4.39 5.51
H 7.48 4.86 3.84
H 8.73 3.85 4.53
H 7.31 3.12 2.04
H 6.77 1.65 2.43
C 4.11 -0.15 -1.81
O 5.28 -0.79 -2.36
C 6.50 -0.02 -2.44
C 6.48 1.33 -3.22
C 6.19 1.07 -4.69
N 7.75 2.05 -3.23
H 3.75 0.74 -2.32
H 4.30 0.15 -0.78
H 3.27 -0.84 -1.70
H 6.99 -0.12 -1.47
H 7.00 -0.81 -3.02
H 5.75 1.94 -2.68
H 6.02 1.99 -5.25
H 5.35 0.42 -4.96
H 7.00 0.54 -5.19
H 7.85 2.45 -2.31
H 7.66 2.77 -3.93
C -6.92 -2.49 -5.08
O -5.60 -2.34 -4.57
C -4.63 -2.09 -5.56
C -3.21 -2.38 -5.11
C -2.33 -1.14 -4.78
N -2.48 -3.21 -6.11
H -7.61 -2.39 -4.24
H -6.98 -3.39 -5.69
H -6.99 -1.68 -5.81
H -4.81 -2.75 -6.40
H -4.82 -1.08 -5.90
H -3.22 -3.09 -4.28
H -1.98 -0.55 -5.62
H -1.48 -1.51 -4.22
H -2.77 -0.42 -4.08
H -1.64 -3.26 -5.56
H -2.81 -4.15 -6.28
C -0.94 -4.38 -1.99
O -2.23 -4.08 -1.32
C -2.23 -4.32 0.06
C -3.33 -3.69 0.94
C -4.73 -4.14 0.46
N -3.25 -2.28 1.02
H -0.11 -3.89 -1.48
H -1.08 -3.99 -3.00
H -0.74 -5.44 -2.12
H -2.31 -5.41 0.14
H -1.31 -4.08 0.59
H -3.24 -4.05 1.97
H -4.81 -5.21 0.65
H -4.92 -4.12 -0.61
H -5.54 -3.63 1.00
H -3.44 -1.95 0.09
H -3.86 -1.83 1.68
C -0.60 2.33 2.71
O -0.39 0.95 2.51
C -1.57 0.14 2.76
C -1.88 0.00 4.23
C -0.68 -0.27 5.14
N -2.88 -1.05 4.44
H 0.29 2.88 2.41
H -0.86 2.52 3.75
H -1.40 2.70 2.07
H -2.43 0.52 2.22
H -1.44 -0.85 2.31
H -2.29 0.92 4.65
H -0.95 -0.31 6.19
H -0.01 0.58 5.00
H -0.08 -1.17 5.02
H -2.19 -1.78 4.45
H -3.34 -1.17 5.33
C 4.75 -4.62 4.90
O 3.65 -4.36 4.00
C 3.94 -3.51 2.90
C 2.71 -2.76 2.44
C 1.39 -3.49 2.16
N 3.00 -2.01 1.20
H 5.27 -3.72 5.23
H 5.48 -5.15 4.29
H 4.33 -5.12 5.77
H 4.58 -2.67 3.15
H 4.46 -4.13 2.16
H 2.50 -2.28 3.39
H 0.55 -2.93 1.76
H 1.02 -3.98 3.06
H 1.42 -4.20 1.33
H 3.82 -1.42 1.22
H 2.20 -1.48 0.90
C -9.40 1.77 -0.85
O -8.08 1.78 -1.34
C -7.61 0.39 -1.16
C -6.03 0.14 -1.56
C -5.59 -1.28 -1.38
N -5.27 1.03 -0.71
H -10.06 1.27 -1.55
H -9.69 2.82 -0.74
H -9.54 1.29 0.12
H -7.72 0.03 -0.14
H -8.25 -0.32 -1.69
H -5.80 0.42 -2.59
H -5.34 -1.44 -0.33
H -4.72 -1.48 -2.01
H -6.33 -2.04 -1.59
H -4.40 1.14 -1.21
H -5.56 2.00 -0.82
C 2.55 3.22 -0.66
C 2.69 4.61 -0.05
O 4.01 5.13 -0.04
H 2.26 3.18 -1.71
H 1.68 2.81 -0.14
H 3.45 2.65 -0.45
H 2.18 4.55 0.90
H 2.04 5.26 -0.62
H 4.14 6.08 0.06
C -1.16 5.93 -0.43
C -1.99 4.85 -1.07
O -3.36 5.24 -1.28
H -1.69 6.23 0.47
H -1.18 6.71 -1.20
H -0.17 5.53 -0.24
H -1.93 3.88 -0.58
H -1.63 4.56 -2.05
H -3.80 5.42 -0.44
C -0.90 0.34 -1.21
C 0.03 -0.64 -0.50
O 0.95 -0.02 0.36
H -0.49 0.73 -2.14
H -0.98 1.24 -0.60
H -1.93 0.00 -1.33
H 0.83 -0.99 -1.16
H -0.63 -1.45 -0.20
H 0.62 0.34 1.19
*
```

Calculated values
- lowest unoccupied orbital energy (hartree) = 0.015
- energy relative to the best compared isomer or geometry (same formula, charge and spin) (eV) = 6.3085
- SMILES string = COC[C@H](C)N.COC[C@H](C)N.COC[C@H](C)N.COC[C@H](C)N.COC[C@H](C)N.COC[C@H](C)N.COC[C@H](C)N.CCO.CCO.CCO
- frontier orbital gap (eV) = 9.06

Mulliken atomic charge list, values in e, 99 entries: -1.094 -0.133 -0.668 0.281 -1.441 -0.705 0.227 0.532 0.396 0.255 0.371 0.301 0.361 0.339 0.365 0.261 0.297 -0.526 -0.425 -0.930 1.007 -1.544 -0.727 0.344 0.186 0.243 0.350 0.290 0.042 0.407 0.328 0.398 0.278 0.253 -0.852 -0.139 -1.006 1.161 -1.506 -0.830 0.181 0.295 0.397 0.406 0.350 0.024 0.405 0.295 0.275 0.329 0.263 -0.339 -0.281 -0.418 0.200 -1.580 0.001 0.179 -0.110 0.336 0.647 0.012 0.367 0.527 0.200 0.406 -0.484 0.385 -0.969 0.235 0.088 0.073 -1.383 -0.615 0.048 0.371 0.324 0.392 -0.577 0.311 0.426 0.266 0.295 0.321 0.281 -0.754 -0.288 -1.090 1.059 -1.151 -0.416 0.308 0.304 0.234 0.438 0.460 -0.162 -0.167 0.472

(5)
This record from the Open Molecules 2025 dataset describes a molecular structure, C12H16Cl2O20Pd. The level of theory is ωB97M-V/def2-TZVPD.

```
! RIJCOSX wB97M-V def2-TZVPD def2/J DEFGRID3
* xyz -1 4
Pd -13.17 9.55 0.06
Cl -16.29 11.31 -0.07
O -15.34 10.61 -0.93
O -17.47 10.54 -0.06
O -15.72 11.41 1.25
O -16.34 12.61 -0.63
Cl -12.86 6.44 -0.97
O -12.58 6.79 0.35
O -11.63 6.27 -1.72
O -13.75 5.30 -1.05
O -13.45 7.66 -1.50
C -7.51 9.76 -0.56
C -7.77 11.12 0.20
O -9.17 11.13 0.30
C -9.73 9.99 -0.09
O -10.93 9.58 0.05
O -8.78 9.16 -0.46
H -6.73 9.20 -0.05
H -7.18 9.95 -1.59
H -7.58 12.01 -0.40
H -7.27 11.10 1.17
C -13.35 12.78 -4.46
C -11.85 13.08 -4.26
O -11.54 12.24 -3.16
C -12.53 11.40 -2.76
O -12.51 10.56 -1.85
O -13.68 11.77 -3.49
H -13.51 12.36 -5.45
H -13.98 13.64 -4.26
H -11.86 14.16 -4.15
H -11.28 12.90 -5.17
C -10.59 8.90 4.72
C -11.86 8.60 5.49
O -12.79 8.81 4.46
C -12.30 8.89 3.29
O -12.91 9.04 2.19
O -11.03 8.91 3.39
H -9.88 8.11 4.98
H -10.17 9.86 5.05
H -11.93 9.27 6.35
H -11.85 7.52 5.64
C -10.90 13.98 2.52
C -11.56 13.16 3.59
O -12.35 12.25 2.88
C -12.17 12.37 1.58
O -12.75 11.70 0.75
O -11.45 13.57 1.33
H -9.81 13.85 2.51
H -11.35 14.97 2.61
H -12.10 13.83 4.26
H -10.71 12.77 4.16
*
```

Calculated values
- lowest unoccupied orbital energy (spin up / spin down) (hartree) = 0.077 / 0.013
- frontier orbital gap (spin up / spin down) (eV) = 2.38 / 7.16

Need the Mulliken charges? In units of e they are: 1.371 1.693 -0.598 -0.625 -0.649 -0.666 1.836 -0.638 -0.673 -0.651 -0.712 -0.451 -1.924 0.329 0.377 0.251 -0.241 0.359 0.323 0.342 0.762 -0.377 -0.294 -0.232 0.477 -0.325 -0.328 0.257 0.287 0.272 0.281 -2.176 -0.437 -0.403 0.019 -0.361 0.812 0.271 0.427 0.513 0.419 -1.067 -1.701 0.365 1.443 -0.378 -0.298 0.779 0.431 0.286 0.221

(6)
This record from the Open Molecules 2025 dataset describes C13H15ClN4O2S in the gas phase. The level of theory is ωB97M-V/def2-TZVPD.

```
! RIJCOSX wB97M-V def2-TZVPD def2/J DEFGRID3
* xyz 0 1
C 3.75 -2.52 -1.91
C 2.70 -1.84 -1.04
C 3.37 -0.94 0.01
N 2.41 -0.32 0.87
C 1.58 0.73 0.60
S 1.56 1.58 -0.92
C 0.49 2.97 -0.44
C -0.89 2.58 0.07
O -1.46 3.28 0.87
N -1.40 1.45 -0.50
C -2.60 0.80 -0.23
C -2.86 -0.39 -0.91
C -4.03 -1.09 -0.70
C -4.95 -0.59 0.21
Cl -6.43 -1.46 0.48
C -4.71 0.59 0.89
C -3.54 1.28 0.67
N 0.81 1.03 1.60
N 1.14 0.13 2.57
C 2.12 -0.73 2.18
O 2.64 -1.63 2.79
H 3.26 -3.16 -2.65
H 4.35 -1.78 -2.43
H 4.41 -3.13 -1.31
H 2.04 -1.23 -1.66
H 2.10 -2.59 -0.52
H 4.02 -1.54 0.66
H 3.96 -0.16 -0.49
H 0.99 3.55 0.33
H 0.39 3.57 -1.34
H -0.79 0.98 -1.16
H -2.13 -0.77 -1.62
H -4.23 -2.00 -1.23
H -5.44 0.96 1.60
H -3.34 2.20 1.20
H 0.68 0.17 3.47
*
```

Calculated values
- lowest unoccupied orbital energy (hartree) = 0.010
- energy relative to the best compared isomer or geometry (same formula, charge and spin) (eV) = 0.0000
- SMILES string = CCCn1c(SCC(=O)Nc2ccc(Cl)cc2)n[nH]c1=O
- frontier orbital gap (eV) = 8.77

Need the Mulliken charges? In units of e they are: -1.341 0.017 -1.082 0.252 0.417 -0.193 -0.737 0.572 -0.654 0.018 0.398 -0.438 -0.718 0.340 -0.219 -0.706 -0.287 -0.274 -0.222 0.411 -0.657 0.373 0.337 0.331 0.266 0.302 0.419 0.305 0.373 0.440 0.100 0.346 0.399 0.402 0.501 0.205

(7)
This record from the Open Molecules 2025 dataset describes a molecular structure, C6H9NO. The level of theory is ωB97M-V/def2-TZVPD.

```
! RIJCOSX wB97M-V def2-TZVPD def2/J DEFGRID3
* xyz 0 1
C 1.44 -1.23 1.13
C 0.67 -0.10 0.38
C -0.86 0.83 -0.26
C 0.21 1.70 -0.80
C 1.28 1.08 -0.42
C -0.51 -0.53 -0.70
H 1.54 -1.04 2.37
H 0.25 -1.89 1.27
H 2.27 -1.82 0.64
H -1.98 0.74 -0.36
H 0.56 2.50 -1.55
H 2.49 1.04 -0.61
H -0.18 -0.63 -1.64
H -1.82 -1.85 -1.42
H -2.22 -1.62 0.34
N -1.48 -1.63 -0.46
O -0.50 0.68 1.02
*
```

Calculated values
- lowest unoccupied orbital energy (hartree) = 0.035
- energy relative to the best compared isomer or geometry (same formula, charge and spin) (eV) = 6.9178
- frontier orbital gap (eV) = 10.05

Need the Mulliken charges? In units of e they are: -0.985 0.352 0.119 -0.794 -0.181 -0.379 0.267 0.209 0.320 0.481 0.275 0.250 0.611 0.241 0.264 -0.583 -0.467

| no. | calculated total energy (eV) |
| --- | --- |
| 1 | -140591.9219 |
| 2 | -444373.9639 |
| 3 | -8932.8034 |
| 4 | -67695.0577 |
| 5 | -82157.7217 |
| 6 | -47138.7239 |
| 7 | -9898.6863 |